A molecular structure, C34H82Br3N3O19P4 at a distorted geometry. Source: the Open Molecules 2025 dataset; level of theory: ωB97M-V with the def2-TZVPD basis set.

Cartesian coordinates (Å):
C  3.2848  1.6644  -2.7806
O  3.2900  1.6034  -1.5650
N  2.9285  0.6760  -3.6181
C  3.1385  0.8055  -5.0288
C  2.5143  -0.6416  -3.1396
H  3.6527  2.5951  -3.2388
H  3.2626  1.8525  -5.3200
H  2.2888  0.4744  -5.6335
H  4.0147  0.3146  -5.4661
H  1.5468  -0.8880  -3.5825
H  3.2823  -1.3840  -3.3373
H  2.2788  -0.5652  -2.0788
C  -6.0441  -0.6539  1.1052
O  -6.6485  -1.5488  1.6502
N  -4.7632  -0.7444  0.6585
C  -4.2812  0.2022  -0.3245
C  -3.9408  -1.9270  0.8190
H  -6.4388  0.3472  0.8728
H  -4.2733  -0.2305  -1.3324
H  -3.2207  0.4273  -0.1842
H  -4.8485  1.1234  -0.4445
H  -2.8818  -1.7621  1.0016
H  -4.4103  -2.5335  1.5892
H  -3.9658  -2.4271  -0.1579
C  2.9795  4.8507  2.4734
O  3.9255  4.1768  2.8453
N  1.9390  4.4302  1.7364
C  0.9281  5.3307  1.2684
C  1.8262  3.0188  1.3588
H  2.9300  5.9023  2.8107
H  1.2602  6.3607  1.4099
H  -0.0489  5.2297  1.7425
H  0.7309  5.2150  0.1984
H  2.7622  2.4990  1.5354
H  1.0851  2.5981  2.0377
H  1.5707  2.8522  0.3200
C  0.2895  -0.2924  0.0243
Br  -0.1812  1.2229  -1.1372
Br  -0.5472  -1.8969  -0.6079
Br  -0.1147  -0.0653  1.9671
H  1.3638  -0.4418  -0.0418
C  5.4170  1.7658  1.7502
C  5.4988  0.5554  0.8800
O  5.2915  -0.6082  1.7203
P  4.4039  -1.8180  1.2403
O  3.3165  -1.5295  0.2965
O  4.0432  -2.6079  2.5783
C  3.1272  -2.0859  3.5542
C  2.9231  -3.1539  4.6303
O  5.5531  -2.7433  0.5839
C  5.2729  -4.0692  0.1194
C  6.1816  -5.0254  0.8691
H  4.4218  1.8352  2.1894
H  6.1398  1.8064  2.5622
H  5.4985  2.6571  1.1236
H  4.7345  0.5850  0.1027
H  6.4895  0.5280  0.4201
H  3.5660  -1.1725  3.9576
H  2.2080  -1.8612  3.0164
H  2.0166  -3.0334  5.2209
H  2.8811  -4.1211  4.1283
H  3.7622  -3.1544  5.3250
H  4.2904  -4.3917  0.4891
H  5.2571  -4.1922  -0.9594
H  6.0733  -5.0473  1.9495
H  6.0382  -6.0330  0.4632
H  7.2395  -4.8401  0.6548
C  -1.3931  -7.8470  1.1664
C  -1.7247  -7.2129  -0.1662
O  -0.9435  -6.0459  -0.4107
P  0.5967  -6.1522  -0.8127
O  0.8877  -7.3313  -1.6505
O  0.8520  -4.7444  -1.4632
C  2.1397  -4.3146  -1.8962
C  2.4163  -4.6385  -3.3662
O  1.4056  -6.1263  0.5824
C  1.6345  -4.9130  1.2911
C  0.3622  -4.4498  2.0320
H  -1.7354  -7.2698  2.0242
H  -1.8273  -8.8485  1.2538
H  -0.3398  -8.0929  1.3258
H  -1.7974  -7.9469  -0.9692
H  -2.7528  -6.8463  -0.1151
H  2.1196  -3.2286  -1.7956
H  2.9194  -4.7193  -1.2506
H  1.5265  -4.4092  -3.9625
H  3.2144  -4.0509  -3.8165
H  2.5610  -5.7027  -3.5542
H  2.4954  -5.0442  1.9498
H  1.9513  -4.1079  0.6224
H  0.6490  -3.8256  2.8802
H  -0.1581  -3.8292  1.3072
H  -0.2199  -5.3009  2.3710
C  -1.8179  -0.4310  -4.6043
C  -3.2333  0.0672  -4.3922
O  -3.3105  0.9695  -3.2785
P  -3.2828  2.5491  -3.4782
O  -3.2914  3.2247  -2.1575
O  -1.9870  2.7938  -4.3745
C  -0.9125  3.6850  -3.9890
C  0.2492  3.3120  -4.8935
O  -4.4146  2.8293  -4.5887
C  -5.7067  3.3659  -4.2819
C  -6.6901  2.1902  -4.2530
H  -1.7827  -1.0436  -5.5052
H  -1.1149  0.3920  -4.7514
H  -1.4316  -0.9531  -3.7276
H  -3.6469  0.5118  -5.2991
H  -3.8929  -0.7802  -4.1988
H  -1.1701  4.7325  -4.1305
H  -0.7223  3.4529  -2.9420
H  1.0770  4.0186  -4.8662
H  0.5980  2.2972  -4.7056
H  -0.1522  3.3272  -5.9100
H  -5.6015  3.8866  -3.3246
H  -5.9900  4.1204  -5.0163
H  -7.7218  2.5396  -4.1897
H  -6.5534  1.6237  -5.1724
H  -6.4930  1.5582  -3.3875
C  -0.0427  4.0175  5.8593
C  -0.8215  4.9960  5.0036
O  -2.2029  4.6174  5.0093
P  -2.9850  4.1913  3.6614
O  -4.4457  4.0704  3.7562
O  -2.4457  5.2887  2.6160
C  -3.3707  5.7641  1.6046
C  -3.2743  4.8693  0.3645
O  -2.1978  2.8393  3.2826
C  -2.9643  1.6516  3.0610
C  -2.7588  0.7663  4.2943
H  -0.1856  4.1272  6.9334
H  -0.2261  2.9847  5.5628
H  1.0236  4.1993  5.6809
H  -0.7529  5.9811  5.4661
H  -0.4012  4.9695  3.9978
H  -4.3775  5.9063  1.9890
H  -2.9454  6.7357  1.3491
H  -2.2488  4.8928  0.0053
H  -3.5233  3.8209  0.5196
H  -3.8821  5.2728  -0.4467
H  -4.0098  1.9004  2.8868
H  -2.6405  1.0863  2.1879
H  -3.4112  -0.1074  4.3278
H  -1.7307  0.4832  4.5076
H  -3.1321  1.4192  5.0905

The energy above the lowest of the compared OMol25 structures with the same formula, charge and spin is 0.0000 eV. Its spin multiplicity is 1. For the LUMO energy, the calculation gives -0.294 eV. The total energy is -12026.3919 hartree. As for the HOMO-LUMO gap: 8.694 eV.


7 unconnected molecules or ions with the total composition C24H50BO21. Source: the Open Molecules 2025 dataset; level of theory: ωB97M-V with the def2-TZVPD basis set.

Cartesian coordinates (Å):
C  2.8672  1.0245  2.7898
C  2.0980  0.8342  1.4783
C  1.7914  2.1329  0.7381
O  1.2220  3.1552  1.5223
C  0.0454  2.7754  2.2778
B  -1.2537  2.1506  1.5360
O  -2.3657  3.1396  1.3730
C  -3.5703  2.4398  1.5343
C  -3.1659  1.0084  1.9687
O  -1.8665  1.1244  2.4521
H  3.4006  1.9759  2.8157
H  3.5795  0.2123  2.9446
H  2.1936  1.0037  3.6457
H  1.1742  0.2762  1.6376
H  2.7047  0.2334  0.7931
H  1.1505  1.9049  -0.1208
H  2.7290  2.5487  0.3520
H  0.3440  2.0874  3.0801
H  -0.2503  3.7092  2.7690
H  -1.0219  1.5738  0.4409
H  -4.1555  2.4294  0.6021
H  -4.1863  2.9233  2.3097
H  -3.1998  0.3345  1.0953
H  -3.8319  0.6238  2.7505
C  1.3608  -2.8567  -3.6788
O  0.3209  -1.9756  -4.1120
C  -0.0738  -1.0999  -3.1714
O  0.3801  -1.0248  -2.0630
O  -1.0344  -0.3434  -3.6871
C  -1.5607  0.6482  -2.7817
H  1.5701  -3.5027  -4.5274
H  2.2500  -2.2943  -3.3993
H  1.0315  -3.4491  -2.8269
H  -0.7796  1.3307  -2.4555
H  -2.0007  0.1792  -1.9049
H  -2.3173  1.1763  -3.3534
C  -0.0599  -7.5566  -8.2562
O  0.0557  -6.1974  -8.6887
C  -0.3383  -5.2996  -7.7838
O  -0.7647  -5.5562  -6.6853
O  -0.1787  -4.0839  -8.2887
C  -0.6188  -3.0252  -7.4197
H  0.2941  -8.1555  -9.0894
H  0.5530  -7.7305  -7.3738
H  -1.0963  -7.7977  -8.0264
H  -0.0854  -3.0554  -6.4727
H  -1.6877  -3.1069  -7.2330
H  -0.3948  -2.1040  -7.9471
C  -2.8309  -5.6627  -4.6319
O  -3.8074  -5.8732  -3.5982
C  -4.7739  -4.9627  -3.5661
O  -4.9087  -4.0416  -4.3306
O  -5.5832  -5.2401  -2.5402
C  -6.6553  -4.3075  -2.3710
H  -2.1199  -6.4755  -4.5409
H  -3.3019  -5.6816  -5.6115
H  -2.3309  -4.7074  -4.4910
H  -7.2889  -4.2879  -3.2560
H  -6.2663  -3.3080  -2.1865
H  -7.2130  -4.6621  -1.5098
C  7.0438  -3.4014  1.2710
O  5.7861  -3.1359  1.8943
C  4.7536  -3.7820  1.3476
O  4.8245  -4.5522  0.4224
O  3.6509  -3.4336  1.9965
C  2.4497  -4.0384  1.5021
H  7.7688  -2.8092  1.8208
H  7.2881  -4.4606  1.3346
H  7.0231  -3.1012  0.2248
H  2.5061  -5.1217  1.5935
H  2.2862  -3.7646  0.4618
H  1.6478  -3.6422  2.1163
C  -4.3928  6.0770  7.6143
O  -4.7213  6.0184  6.2276
C  -3.6577  5.8257  5.4249
O  -2.5212  5.7322  5.8126
O  -4.0813  5.7850  4.1761
C  -3.0552  5.5229  3.1907
H  -5.3363  6.2319  8.1306
H  -3.9295  5.1470  7.9403
H  -3.7094  6.9009  7.8156
H  -2.6117  4.5417  3.3317
H  -2.2889  6.2942  3.2428
H  -3.5593  5.5427  2.2315
C  2.2052  5.0814  3.8246
O  3.2515  5.4922  4.7345
C  4.3857  5.8495  4.1647
O  4.6285  5.8968  2.9858
O  5.2606  6.1782  5.1342
C  6.5370  6.5848  4.6460
H  1.3592  4.8331  4.4564
H  1.9523  5.8971  3.1508
H  2.5012  4.2163  3.2385
H  6.4460  7.4648  4.0107
H  7.0048  5.7844  4.0744
H  7.1269  6.8143  5.5292

The energy above the lowest of the compared OMol25 structures with the same formula, charge and spin is 0.0000 eV. Its spin multiplicity is 1. For the LUMO energy, the calculation gives 1.874 eV. The total energy is -2549.4917 hartree. As for the HOMO-LUMO gap: 6.279 eV. As for the charge: -1.


5 unconnected molecules or ions with the total composition C44H58IN6O11 at a distorted geometry. Source: the Open Molecules 2025 dataset; level of theory: ωB97M-V with the def2-TZVPD basis set.

Cartesian coordinates (Å):
C  -2.9351  5.1001  -3.4148
C  -2.6137  3.5212  -3.1293
C  -3.2514  3.1672  -1.6850
C  -2.3451  3.7084  -0.4768
C  -0.9033  3.0073  -0.3432
C  -0.1701  3.6418  0.9413
C  1.1845  4.4511  0.6317
C  1.1461  5.3917  -0.6642
C  1.6736  4.7430  -2.0317
C  2.9293  3.7520  -1.8973
C  2.4419  2.2044  -1.9639
N  1.7581  1.6416  -3.0967
I  1.2207  2.4535  -4.9132
C  1.3937  0.2363  -2.8927
C  1.9706  0.0124  -1.4832
N  2.6197  1.1991  -0.9415
C  3.2800  1.2763  0.4126
O  3.7585  -0.0500  0.6928
C  3.4925  -0.4634  2.0579
C  2.5719  -1.7766  2.1886
O  2.4625  -2.5545  0.9748
C  1.0743  -2.9402  0.7167
C  0.8929  -3.5850  -0.7681
O  0.3793  -2.6387  -1.7404
C  -1.0486  -2.7977  -1.9655
C  -1.9582  -1.7764  -1.0667
H  -2.1433  5.6911  -2.8137
H  -2.7513  5.2541  -4.5343
H  -3.9889  5.4000  -3.0894
H  -3.0699  2.8477  -3.9357
H  -1.4739  3.4172  -3.1645
H  -4.2533  3.7518  -1.6370
H  -3.5449  2.0598  -1.5695
H  -2.9128  3.4619  0.5057
H  -2.2299  4.8592  -0.4940
H  -0.2838  2.9915  -1.3028
H  -1.1141  1.8938  -0.0858
H  -0.9484  4.2453  1.5214
H  0.1349  2.7560  1.6287
H  2.0469  3.7018  0.6784
H  1.3434  5.1595  1.5388
H  1.7150  6.3858  -0.4789
H  0.0456  5.7196  -0.8344
H  0.7793  4.2923  -2.6162
H  2.0304  5.6255  -2.6966
H  3.5562  3.9643  -0.9662
H  3.5936  3.8865  -2.8333
H  0.8382  -0.5026  -3.5536
H  1.9477  -0.9235  -0.8357
H  4.1959  1.9528  0.2982
H  2.4847  1.6651  1.1366
H  3.0528  0.3455  2.7364
H  4.5208  -0.7361  2.5207
H  3.0790  -2.4643  2.9755
H  1.5482  -1.5050  2.6425
H  0.4048  -2.0277  0.8914
H  0.7740  -3.7787  1.4621
H  1.9568  -3.8921  -1.1157
H  0.2493  -4.5408  -0.7103
H  -1.4182  -3.8780  -1.8994
H  -1.2409  -2.4639  -3.0607
H  -2.6181  -1.1251  -1.7495
H  -2.6880  -2.4113  -0.4371
H  -1.3215  -1.0708  -0.4318
C  -4.3872  -5.6019  4.3111
C  -4.6128  -4.9467  3.1032
C  -3.7169  -3.9812  2.6565
C  -2.5934  -3.6822  3.4270
C  -2.3660  -4.3295  4.6411
C  -3.2690  -5.2919  5.0814
N  -1.6343  -2.6846  2.9489
O  -1.8753  -2.1219  1.8868
O  -0.6421  -2.4705  3.6345
H  -5.0862  -6.3592  4.6538
H  -5.4867  -5.1916  2.5082
H  -3.9044  -3.4782  1.7139
H  -1.4972  -4.0994  5.2489
H  -3.0993  -5.8046  6.0251
C  3.0563  -4.6806  -5.2133
C  2.3197  -3.7445  -4.4926
C  1.0606  -3.3565  -4.9383
C  0.5457  -3.9165  -6.1059
C  1.2809  -4.8487  -6.8361
C  2.5409  -5.2289  -6.3847
N  -0.7907  -3.5283  -6.5637
O  -1.3986  -2.6919  -5.9054
O  -1.2249  -4.0628  -7.5728
H  4.0368  -4.9855  -4.8595
H  2.7267  -3.3192  -3.5807
H  0.4989  -2.6269  -4.3661
H  0.8894  -5.2857  -7.7486
H  3.1206  -5.9559  -6.9438
C  1.4335  -9.4992  4.7449
C  2.0292  -8.8005  5.7913
C  1.2569  -7.9898  6.6166
C  -0.1147  -7.8896  6.3869
C  -0.7158  -8.5809  5.3360
C  0.0652  -9.3871  4.5142
N  -0.9361  -7.0573  7.2684
O  -0.3729  -6.4506  8.1677
O  -2.1431  -7.0190  7.0565
H  2.0389  -10.1357  4.1062
H  3.0965  -8.8907  5.9654
H  1.7334  -7.4508  7.4284
H  -1.7814  -8.5048  5.1474
H  -0.3930  -9.9319  3.6953
C  0.8591  11.8207  0.5220
C  0.1156  11.9071  -0.6517
C  -0.6678  10.8330  -1.0610
C  -0.7025  9.6764  -0.2830
C  0.0458  9.5811  0.8894
C  0.8284  10.6594  1.2892
N  -1.5454  8.5523  -0.6965
O  -2.1733  8.6639  -1.7400
O  -1.5770  7.5649  0.0282
H  1.4652  12.6635  0.8412
H  0.1447  12.8143  -1.2464
H  -1.2423  10.9134  -1.9775
H  0.0281  8.6832  1.4980
H  1.4123  10.5969  2.2016

Its spin multiplicity is 1. For the LUMO energy, the calculation gives -3.842 eV. The total energy is -3164.4216 hartree. As for the HOMO-LUMO gap: 7.739 eV. As for the charge: +1.